# 1
# C37H44Cl2F4NO5P2S2

A cluster of 4 separate species, C37H44Cl2F4NO5P2S2 in total (ωB97M-V/def2-TZVPD, the OMol25 dataset).

Its charge is +1. The multiplicity is 1. As for the frontier orbital gap: 5.16 eV. The maximum force is 9.3 eV/A. As for the HOMO energy: -10.40 eV.

Geometry as XYZ:
```
97
C37H44Cl2F4NO5P2S2 (ωB97M-V/def2-TZVPD)
Cl -2.6984 7.6512 0.1033
Cl -7.2986 4.8044 -0.5679
S 1.0818 3.0638 3.6042
S -8.1468 2.8976 -0.6894
P -4.1696 6.1734 0.6946
P 0.7002 3.2166 1.7062
F -1.1573 0.7046 3.2775
F 6.2331 -6.6184 2.5443
F 3.4930 0.4609 -3.9686
F 2.8603 -2.9224 -0.5719
O 1.4385 4.6822 1.1205
O -5.0032 6.9982 2.0294
O 1.5639 1.8834 0.9184
O -7.8806 2.1885 -2.0593
O -9.7107 3.0493 -0.5749
N -3.5257 3.6750 2.2613
C -1.7177 4.4725 0.5617
C 1.5033 -4.8370 2.8077
C 2.4183 -3.5456 0.5285
C 4.6311 -0.2363 -3.8539
C 0.5764 -0.5814 -3.1906
C 4.6850 -1.3199 -2.9841
C -7.6284 1.8233 0.7943
C -1.5481 1.8752 -2.1784
C 1.1535 0.7875 -2.4891
C 6.8616 -7.0694 -1.4967
C -2.5792 3.0534 -1.6536
C -2.5056 1.1924 2.8021
C -1.1350 3.0766 1.2172
C -3.2035 4.6473 1.3099
C 0.1110 1.9734 -1.9930
C -2.0925 0.4668 -2.8987
C 5.9200 -6.1450 -1.0378
C 6.9889 -1.6799 -3.6163
C -2.9613 0.1732 1.6029
C 7.5901 -7.8398 -0.5891
C -1.0453 -0.7437 -3.3829
C 2.0449 -4.8829 0.4543
C 5.8683 -2.0494 -2.8683
C -5.7300 2.2654 2.7529
C 1.8747 -3.4917 2.8718
C 7.3814 -7.6829 0.7809
C -4.8208 3.6313 3.0421
C 5.7035 -5.9964 0.3321
C -2.0501 -1.2283 1.5456
C -2.2868 2.7570 2.3371
C -6.0017 2.0092 1.1363
C 6.4378 -6.7650 1.2286
C 2.3398 -2.8447 1.7269
C 1.5904 -5.5333 1.6012
C 6.9263 -0.5876 -4.4828
C -1.8303 4.4119 -1.1062
C 5.7397 0.1347 -4.6067
H 2.4408 4.5102 1.2166
H -7.8323 0.7011 0.4431
H 2.6406 -1.8026 1.7595
H 7.8010 -0.2994 -5.0609
H 2.3220 0.9514 -2.3072
H 7.9452 -8.2672 1.5006
H -3.2073 1.1438 3.7363
H -3.0437 0.6573 0.5401
H -1.1444 2.0887 0.5712
H -3.2344 0.2331 -3.0757
H 1.8023 -2.9505 3.8118
H -5.3412 1.3185 3.3198
H 2.1105 -5.4065 -0.4937
H 5.9183 -2.9030 -2.1969
H 1.3057 -1.4354 -3.5220
H 5.6709 0.9809 -5.2822
H -5.4962 2.8385 0.4512
H -0.7577 4.5945 -1.5934
H 7.0269 -7.1882 -2.5654
H -1.4438 -1.7476 -3.8640
H -5.7248 7.5775 1.6171
H -1.0374 5.4253 0.7168
H -5.5085 0.9830 0.7819
H 1.3046 -6.5813 1.5547
H -8.3061 1.9953 1.7339
H 3.8071 -1.5871 -2.4050
H -5.5216 4.5329 2.6950
H -3.3512 2.5943 -0.8712
H 2.1346 2.2514 0.1809
H 0.6263 2.9144 -1.4721
H -4.0562 -0.2056 1.8910
H -4.6599 3.8160 4.2102
H -2.6289 -2.0909 0.9576
H -6.7974 2.5130 3.2272
H -3.2567 3.3756 -2.5821
H -2.4924 5.3238 -1.5005
H -1.8375 -1.6721 2.6159
H -1.0881 -1.0058 0.9135
H -1.7831 3.2065 3.3225
H 5.3565 -5.5433 -1.7467
H 4.9704 -5.2895 0.7066
H 8.3195 -8.5616 -0.9487
H 1.1448 -5.3425 3.7018
H 7.9129 -2.2464 -3.5223
```

These are the Mulliken partial charges, in e, on atoms 1 to 8:
1. Cl -0.217
2. Cl -0.128
3. S -0.360
4. S 0.981
5. P 0.458
6. P 0.706
7. F -0.345
8. F -0.300


# 2
# C37H45BN8O3SSi2Ta

A structure of composition C37H45BN8O3SSi2Ta (ωB97M-V/def2-TZVPD, the OMol25 dataset).

Its charge is +1. The multiplicity is 1. As for the frontier orbital gap: 6.71 eV. The maximum force is 1.6 eV/A. As for the HOMO energy: -10.40 eV.

Geometry as XYZ:
```
98
C37H45BN8O3SSi2Ta (ωB97M-V/def2-TZVPD)
Ta -0.0193 0.3235 1.0705
S 2.4624 0.2478 0.4395
Si 0.3164 3.0301 1.1750
Si -1.6869 1.3839 -0.8574
O 0.1535 -1.2854 -1.0612
O -1.4624 -1.0559 0.8103
O -1.5588 -3.2653 1.1770
N -1.4937 -0.4529 3.5810
N 0.8284 0.0501 4.1696
N -1.4666 0.5671 2.6870
N 0.4044 -2.0896 3.0582
N 1.1547 0.7632 3.0656
N 0.9840 -1.6271 1.9185
N 4.0762 1.1893 -1.4760
N 1.9657 1.2645 -2.0212
C -0.6714 -2.4700 -0.9274
C -2.4839 3.9747 -1.7453
C 5.3041 0.8688 -0.7754
C 2.5078 1.3518 4.7583
C -1.5011 6.0447 -1.0354
C 0.6906 -3.3857 3.2167
C 1.6316 -2.6642 1.3799
C 1.4486 -3.6822 -1.6204
C -1.6432 3.2578 -0.8770
C -4.1302 -2.3177 -2.5697
C -0.4560 -4.9759 -0.9503
C -3.5791 0.2471 3.3454
C -2.7299 0.9843 2.5378
C -1.8095 -2.4392 -1.9470
C -2.4488 -2.4848 -4.2751
C 0.2614 -6.1398 -1.1697
C 1.4791 -3.8012 2.1621
C 1.6233 0.3858 5.1911
C 2.1740 1.5476 3.4228
C 1.5767 -6.0828 -1.6145
C -2.7452 -0.6548 3.9874
C -0.1800 3.7637 2.8339
C 2.6062 1.8987 -3.1739
C -1.2581 -2.3353 0.4880
C -3.1458 -2.3516 -1.5878
C -3.4706 0.8709 -0.5175
C 2.1657 -4.8510 -1.8480
C -1.4705 -2.5252 -3.2978
C -3.7859 -2.3748 -3.9100
C 4.0977 1.6922 -2.8530
C -2.4156 5.3522 -1.8273
C 2.8382 0.9316 -1.0757
C -0.7493 3.9493 -0.0689
C -0.6853 5.3494 -0.1632
C 0.1424 -3.7356 -1.1545
C -1.3634 0.9580 -2.6833
C 2.0572 3.6209 0.6867
B -0.1821 -1.0931 4.0780
H -1.4383 7.1240 -1.0967
H 4.5724 0.9640 -3.5128
H 0.3312 -3.9183 4.0816
H 0.3962 3.3880 3.6789
H -0.3407 -1.6232 5.1385
H 5.0789 0.6309 0.2601
H -1.8766 1.7141 -3.2825
H -3.2039 3.4488 -2.3667
H 5.9701 1.7298 -0.8110
H 5.7979 0.0142 -1.2409
H 4.6670 2.6197 -2.8967
H -4.5550 -2.3454 -4.6703
H -3.5525 0.0706 0.2154
H -0.0603 4.8500 2.7955
H -3.0676 5.8918 -2.5028
H 2.6119 2.2273 2.7199
H -0.3256 0.9988 -2.9973
H -2.9529 1.8039 1.8745
H 0.1240 -1.0173 -1.9883
H 1.8824 -4.7819 1.9810
H 2.1667 3.5266 -0.3976
H 2.8999 3.1051 1.1401
H -2.9604 -1.4112 4.7240
H -0.4311 -2.6477 -3.5882
H -3.9320 0.5156 -1.4426
H 0.9865 1.3395 -1.8105
H 2.1336 -6.9946 -1.7863
H 1.4995 -0.0856 6.1518
H -2.1729 -2.5559 -5.3190
H 2.1892 -2.5307 0.4723
H -4.6412 0.3640 3.4658
H -3.4383 -2.3102 -0.5457
H 2.3426 2.9543 -3.2353
H -1.7686 -0.0121 -2.9691
H 3.1844 -4.7952 -2.2101
H -4.0404 1.7316 -0.1614
H -1.2329 3.5525 3.0333
H -0.2123 -7.0979 -1.0001
H 2.1403 4.6820 0.9388
H 3.2830 1.8386 5.3228
H 0.0076 5.9062 0.4602
H 2.3088 1.4084 -4.0980
H 1.9219 -2.7231 -1.7933
H -5.1703 -2.2473 -2.2790
H -1.4803 -5.0303 -0.6084
```

These are the Mulliken partial charges, in e, on atoms 1 to 8:
1. Ta 1.122
2. S -0.622
3. Si 1.140
4. Si 1.505
5. O -0.275
6. O -0.300
7. O -0.562
8. N 0.222


# 3
# C37H45Cl15N8

A cluster of 13 separate species, C37H45Cl15N8 in total (ωB97M-V/def2-TZVPD, the OMol25 dataset).

Its charge is 0. The multiplicity is 1. As for the frontier orbital gap: 8.57 eV. The maximum force is 4.0 eV/A. As for the HOMO energy: -8.22 eV.

Geometry as XYZ:
```
105
C37H45Cl15N8 (ωB97M-V/def2-TZVPD)
Cl 6.5275 1.2846 2.2201
Cl -4.6434 0.6580 5.5477
Cl 3.8571 3.4277 1.4544
Cl 8.3758 0.4598 0.2462
Cl 6.7620 -1.5481 1.7322
Cl 3.5134 6.0002 0.1237
Cl 1.3740 3.9088 0.1242
Cl -3.3527 1.6404 -6.3347
Cl -2.3037 -0.4611 4.3029
Cl -2.9902 2.3018 3.7384
Cl -3.3890 -2.5023 -2.2690
Cl -3.4234 -3.4120 0.5513
Cl -1.7811 -0.0629 -4.5330
Cl -2.9873 2.2951 -3.5705
Cl -5.0758 -1.2871 -0.2054
N 2.4124 -3.4786 -2.2479
N -1.7481 4.7821 0.4173
N 3.0913 -0.7127 -4.5173
N 0.9218 0.4372 5.3452
N -6.7905 -0.4533 -2.7425
N -0.3203 -3.1335 5.2455
N 2.6581 0.4118 -1.0988
N -0.4208 -0.0349 1.2742
C -0.3015 -3.2829 3.8894
C 2.8495 -2.5615 -5.6682
C 2.9752 -3.9078 -0.0930
C -3.2161 3.4006 -0.4688
C 2.6599 1.3563 -2.0949
C 1.6556 -1.8229 -5.6792
C 3.9402 0.0869 -0.7069
C -6.9432 1.5199 -3.8600
C -3.5446 -2.0901 -0.5767
C -6.6565 -0.7227 -4.1497
C 0.2392 2.5253 5.3899
C 1.3327 -4.0849 -1.6070
C -6.7841 0.4855 -4.8444
C 0.0334 -1.0951 0.6451
C 4.7806 0.8872 -1.4455
C -6.9926 0.8855 -2.6039
C -1.0545 0.8262 0.4217
C 1.6807 -4.3453 -0.3327
C 3.5053 -3.4166 -1.2829
C -2.6108 4.4216 1.4547
C 3.9658 1.6746 -2.3830
C 1.7558 -3.0480 4.5574
C 0.8709 1.6054 4.6161
C -1.0878 0.1942 -0.8492
C -3.0357 1.0578 4.8604
C 0.9383 -2.9518 5.6676
C 3.1644 4.2132 0.0445
C 0.9453 -3.1943 3.4524
C -3.1677 0.9853 -4.7145
C -3.5059 3.5479 0.9485
C -0.0035 1.9366 6.6761
C 3.7088 -1.8370 -4.8966
C -0.3024 -1.0108 -0.6804
C 1.8299 -0.6960 -4.9294
C 0.4613 0.6469 6.6248
C -2.0974 4.1987 -0.7581
C 7.5804 0.0247 1.7092
H -6.8531 2.5448 -3.9797
H -2.4658 1.4261 5.7546
H 1.1634 0.1500 -4.8803
H -2.7065 -1.4235 -0.2947
H 1.1581 -3.0243 6.6899
H -4.4385 3.0408 1.2017
H -1.4979 0.5681 -1.7325
H -6.9523 -1.1757 -2.0600
H -6.6007 -1.7319 -4.5444
H -0.1369 -1.7045 -1.5073
H -3.7779 2.6685 -1.0525
H -1.4701 4.4330 -1.6134
H 1.8430 -0.0014 -0.6778
H -6.7607 0.5402 -5.9682
H 0.7795 -2.1454 -6.2315
H 1.1710 -0.4441 4.9514
H 3.4317 -3.8841 0.9451
H -2.5933 4.7923 2.4891
H 4.7452 -1.9717 -4.6742
H 0.9442 -4.7692 0.3000
H 4.2815 2.5076 -3.0952
H 8.3784 -0.0917 2.5185
H -0.9254 5.3962 0.4117
H 2.8614 -3.5588 -6.1815
H -4.0796 0.4564 -4.4872
H 4.4885 -3.0874 -1.6286
H -0.4930 2.4372 7.5290
H 1.2387 -3.3332 2.4257
H 3.6066 -0.1859 -3.8269
H -1.1180 -3.2777 5.8365
H -1.2269 -3.2947 3.3705
H 0.5973 -1.8221 1.1512
H 4.0245 -0.7418 0.0329
H 2.4059 -3.2496 -3.2249
H -7.0045 1.1883 -1.5850
H 2.8050 -2.8770 4.4822
H 0.4267 -4.3417 -2.1837
H 1.7835 1.6939 -2.6085
H -0.3546 0.0764 2.3233
H 3.4323 3.6923 -0.7924
H -0.1466 3.4823 5.0026
H 1.3939 1.6574 3.6515
H 5.8354 0.8702 -1.4031
H -1.4418 1.7681 0.7609
H 0.4122 -0.1864 7.2684
```

These are the Mulliken partial charges, in e, on atoms 1 to 8:
1. Cl -0.058
2. Cl -0.169
3. Cl -0.079
4. Cl -0.120
5. Cl -0.117
6. Cl -0.144
7. Cl -0.052
8. Cl -0.150


# 4
# C37H45Ge2N4Pd

A structure of composition C37H45Ge2N4Pd (ωB97M-V/def2-TZVPD, the OMol25 dataset).

Its charge is -2. Its expectation value of S² is 0.76. The multiplicity is 2. As for the frontier orbital gap (alpha / beta): 4.97 / 4.94 eV. The maximum force is 0.3 eV/A. As for the HOMO energy (alpha / beta): -0.20 / -0.17 eV.

Geometry as XYZ:
```
89
C37H45Ge2N4Pd (ωB97M-V/def2-TZVPD)
Pd 0.2989 -0.0200 0.5327
Ge -0.0080 2.4782 0.5329
Ge -0.4103 3.8221 2.5540
N 2.1369 -0.3753 -0.5916
N 1.3161 -0.6106 2.5556
N -0.1500 -1.2927 -1.4064
N -1.2360 -0.5841 2.0141
C 2.7402 -0.4396 2.6912
C -0.4370 5.8096 2.4961
C 3.5175 -0.7864 1.4192
C -2.1250 3.3237 3.4013
C 0.4428 -0.4480 6.1577
C -1.6255 2.9962 -0.5900
C -1.9793 2.1154 -1.6182
C 0.8796 -1.7935 -2.0104
C 1.3635 3.6534 -0.3837
C -1.5039 -1.6371 -1.7727
C -0.8315 -0.8708 6.5393
C 3.4139 5.0546 -1.7493
C 3.2750 0.0908 0.1777
C 0.7727 -2.7090 -3.1270
C 3.0911 -3.4817 -3.7789
C 2.2196 -1.3381 -1.4507
C -3.5555 4.3465 -1.2269
C -1.9925 -2.9335 -1.1191
C -0.9371 -0.7445 3.2648
C 2.4840 4.2976 -2.4531
C -3.0719 2.3450 -2.4464
C 3.8361 -2.8479 -2.7853
C -2.5760 -0.7899 1.5038
C -3.8704 3.4649 -2.2526
C 3.4743 -1.9713 -1.7906
C 3.3238 5.1075 -0.3652
C -1.8562 -1.1566 5.6389
C 1.7039 -3.3836 -3.8807
C 1.4847 3.6110 -1.7774
C -1.8382 -3.0340 0.4000
C 2.3147 4.4175 0.2979
C -1.9175 -1.0922 4.2656
C 0.9456 3.4323 3.9430
C -2.4490 4.1116 -0.4174
C 1.0242 -0.3071 4.9213
C -2.8638 -2.2760 1.2502
C 0.5363 -0.5714 3.5845
H 3.1316 -1.0817 3.4968
H 1.9584 3.6227 3.5811
H -2.2263 4.8259 0.3680
H 1.2634 -3.9748 -4.6837
H -2.1455 -0.8111 -1.4532
H -1.6391 -1.7189 -2.8600
H -3.8609 -2.3623 0.7965
H 0.8833 2.3808 4.2298
H -1.9119 -4.0946 0.6632
H -2.6416 -0.2255 0.5710
H 4.1877 0.1521 -0.4270
H 2.5438 4.2319 -3.5346
H -4.7315 3.6438 -2.8876
H -2.9588 3.4588 2.7092
H -3.3477 -0.3736 2.1660
H -1.3843 1.2145 -1.7537
H -2.7977 -1.4584 6.0970
H -3.3064 1.6373 -3.2352
H 0.5149 6.2032 2.1344
H -1.2236 6.1968 1.8467
H 3.0376 1.1106 0.4957
H -4.1723 5.2232 -1.0552
H 4.1979 5.5906 -2.2728
H 4.0417 5.6889 0.2050
H 0.7810 3.0165 -2.3519
H 3.6115 -4.1220 -4.4807
H -2.9221 -2.7733 2.2229
H 4.9003 -3.0826 -2.7916
H 2.0483 0.0422 4.9447
H -0.2487 -2.8999 -3.4277
H -0.6098 6.1823 3.5108
H 2.9705 0.5963 2.9886
H -1.0468 -0.9464 7.5981
H 0.7714 4.0473 4.8311
H -2.1002 2.2723 3.6971
H -2.3031 3.9317 4.2932
H 4.2954 -1.6573 -1.1606
H 1.1059 -0.1897 6.9830
H -2.8899 -1.3341 3.8577
H -3.0518 -3.0601 -1.3838
H 2.2743 4.4827 1.3817
H -1.4564 -3.7721 -1.5747
H 3.3165 -1.8294 1.1568
H 4.5823 -0.7286 1.6790
H -0.8314 -2.7181 0.6859
```

These are the Mulliken partial charges, in e, on atoms 1 to 8:
1. Pd 1.200
2. Ge 0.092
3. Ge 0.522
4. N -0.194
5. N -0.212
6. N 0.782
7. N 0.856
8. C -0.838


# 5
# C37H45N3O6

A cluster of 2 separate species, C37H45N3O6 in total (ωB97M-V/def2-TZVPD, the OMol25 dataset).

Its charge is 0. The multiplicity is 1. As for the frontier orbital gap: 2.99 eV. The maximum force is 2.3 eV/A. As for the HOMO energy: -5.25 eV.

Geometry as XYZ:
```
91
C37H45N3O6 (ωB97M-V/def2-TZVPD)
O -3.0539 -3.6559 4.6822
O 4.9185 -1.1305 4.2599
O -5.5850 -1.2675 1.4111
O -5.3269 -3.3307 3.1969
O -3.4384 1.9184 3.3382
O 6.6742 -0.6659 2.7996
N 4.7701 -0.8143 0.7957
N -1.8797 3.5263 2.7932
N 0.1284 2.3807 3.2220
C -1.0285 1.4492 3.4171
C 5.5355 5.8776 2.5451
C 6.8541 5.5328 2.7756
C 3.2728 -0.6671 -2.5447
C 5.3192 -0.9296 3.1162
C 0.0529 4.0660 1.3760
C 4.8326 3.6410 3.1713
C 4.5403 4.9526 2.7390
C -2.8523 4.5567 2.4700
C 5.5943 -0.3495 -1.9675
C -3.2697 -0.5474 1.8938
C -0.0640 4.7919 3.8257
C 6.1834 3.3145 3.3884
C -5.6709 -0.1509 0.5636
C -2.2884 2.2770 3.2012
C 4.2795 -0.6327 -1.5668
C 2.9636 -1.3487 2.3716
C 3.5674 -0.4312 -3.8621
C 5.8829 -0.1173 -3.2908
C -4.2418 -2.4494 2.9987
C -0.4017 3.7224 2.7914
C -2.0047 -1.7308 3.5330
C -6.1765 -2.8692 4.2085
C 8.9178 -1.5456 2.4349
C 1.4384 2.0602 3.4304
C -1.8333 -3.8353 5.3537
C 3.8134 2.6734 3.3962
C 4.8721 -0.1580 -4.2389
C 3.9337 -0.8674 -0.2225
C 4.3624 -1.0118 2.0271
C 7.4545 -1.8504 2.6486
C 7.1705 4.2513 3.1956
C -3.0610 -2.6108 3.7490
C -2.0970 -0.7026 2.6128
C 2.4744 2.9388 3.2076
C -4.3580 -1.3943 2.0748
C -0.9689 0.2697 2.4442
H 6.4341 2.3153 3.7012
H -4.9350 -0.2414 -0.2358
H 9.4987 -2.4542 2.2729
H 2.6543 -2.2764 1.8866
H 1.1344 4.1102 1.2841
H -3.3539 0.2872 1.2246
H 9.3368 -1.0251 3.2964
H -0.3448 5.0314 1.0702
H 7.0294 -2.3970 1.7980
H -3.8555 4.1395 2.5278
H -7.0026 -3.5701 4.3207
H 1.6594 1.0767 3.8001
H 8.1982 3.9863 3.3749
H -0.4710 5.7547 3.5250
H 4.0986 1.6919 3.7298
H 5.2810 6.8724 2.2147
H -5.5092 0.7598 1.1418
H -1.9284 -4.6999 6.0101
H -0.9721 0.6587 1.4219
H -5.6161 -2.8073 5.1414
H 7.2958 -2.4685 3.5409
H -0.0131 -0.2503 2.5497
H 6.3666 -0.3121 -1.2200
H -0.5003 4.5228 4.7873
H 2.2889 -0.5425 2.0825
H 5.1009 0.0235 -5.2760
H -1.1003 -1.8320 4.1016
H -2.6883 4.9307 1.4613
H 9.0523 -0.8976 1.5687
H -2.7819 5.3831 3.1740
H 2.2231 3.9179 2.8579
H 3.5250 5.2512 2.5558
H -0.3063 3.3135 0.6750
H -1.0386 -4.0230 4.6312
H 7.6321 6.2625 2.6266
H 2.2615 -0.8722 -2.2401
H 2.9006 -1.0825 -0.0207
H 2.7812 -0.4580 -4.6006
H -1.6133 -2.9537 5.9559
H -1.0155 1.0909 4.4559
H 1.0051 4.9140 3.9724
H 2.8720 -1.4914 3.4495
H 6.8969 0.0983 -3.5926
H -6.5607 -1.8874 3.9309
H -6.6688 -0.1254 0.1269
```

These are the Mulliken partial charges, in e, on atoms 1 to 8:
1. O -0.446
2. O -0.730
3. O -0.455
4. O -0.573
5. O -0.676
6. O -0.246
7. N -0.291
8. N 0.389